[1]
Here is a cluster of 5 separate species, C17H32Cl8N2O3P2 in total in a non-equilibrium geometry from OMol25. Energies are from ωB97M-V/def2-TZVPD.

DFT total energy (eV): -146025.00210
Max |F| (Eh/bohr): 0.075
Molar mass (g/mol): 658.026
SMILES: NP(O)[PH2](CCCC(=O)O)c1ccccn1.ClCCCl.ClCCCl.ClCCCl.ClCCCl
HOMO (eV): -7.1

Geometry (Å):
Cl  2.281  1.266  -3.603
Cl  9.325  2.171  -0.160
Cl  -1.254  -6.023  5.035
Cl  6.561  2.480  -2.134
Cl  2.203  3.241  -0.825
Cl  -2.007  -9.438  2.835
Cl  -3.729  -4.445  3.293
Cl  -1.966  -6.803  0.676
P  -4.399  3.618  -2.907
P  -2.951  3.559  -1.199
O  -3.611  3.256  -4.370
O  0.833  -1.485  -0.293
O  -0.990  -1.273  1.058
N  -0.442  3.954  -0.076
N  -5.555  2.318  -2.561
C  -1.858  0.894  -0.634
C  0.451  4.023  0.949
C  -0.063  -0.807  0.099
C  7.677  1.606  0.209
C  3.159  2.797  -3.354
C  -2.044  -3.899  3.497
C  -1.681  -9.493  1.085
C  -0.947  -8.263  0.605
C  6.945  1.136  -1.028
C  -1.721  3.712  0.286
C  -2.100  1.966  -1.779
C  -1.365  3.620  2.747
C  -2.305  3.551  1.605
C  -1.072  -5.054  3.548
C  3.593  2.975  -1.917
C  -0.303  0.682  -0.364
C  0.017  3.843  2.320
H  4.035  2.770  -4.003
H  -5.760  2.427  -1.559
H  2.516  3.613  -3.682
H  -2.760  1.493  -2.544
H  4.145  2.114  -1.557
H  -2.218  -0.091  -1.045
H  -1.102  2.271  -2.188
H  -0.651  -8.391  -0.437
H  -0.049  -4.676  3.541
H  -4.081  3.531  -0.295
H  -3.919  2.386  -4.694
H  0.803  3.881  3.114
H  0.096  1.336  0.450
H  -2.443  1.067  0.300
H  7.145  2.417  0.704
H  -2.631  -9.620  0.567
H  7.525  0.399  -1.581
H  -1.197  -5.719  2.693
H  -1.812  -3.261  2.643
H  -0.989  -0.623  1.784
H  -3.391  3.372  1.760
H  4.234  3.851  -1.830
H  0.256  0.837  -1.319
H  -1.073  -10.380  0.904
H  -1.993  -3.291  4.400
H  7.775  0.781  0.915
H  -2.542  4.882  -1.617
H  -6.417  2.618  -3.028
H  -0.049  -8.077  1.193
H  -1.677  3.503  3.803
H  1.550  4.215  0.706
H  5.996  0.679  -0.744

***

[2]
Here is a cluster of 4 separate species, C17H32FN3O9S in total in a non-equilibrium geometry from OMol25. Energies are from ωB97M-V/def2-TZVPD.

DFT total energy (eV): -54598.50200
Max |F| (Eh/bohr): 0.023
Molar mass (g/mol): 473.520
SMILES: CS(=O)(=O)[C@H]1OC(=O)C[C@@]1(F)CCC(=O)O.CN(C)C=O.CN(C)C=O.CN(C)C=O
HOMO (eV): -8.9

Geometry (Å):
S  -0.350  0.497  -1.104
F  2.156  1.152  1.130
O  0.695  -3.192  -1.493
O  -2.316  -5.061  -1.411
O  -0.123  -2.640  2.731
O  -1.626  1.115  -0.861
O  -0.904  0.077  4.334
O  -0.288  -0.532  -2.105
O  -0.306  -1.383  0.873
O  1.728  4.363  -1.806
O  2.407  -3.931  -0.267
N  3.346  5.878  -1.339
N  -2.898  -3.610  -3.057
N  -3.016  -0.741  4.360
C  2.085  5.515  -1.627
C  -3.501  0.348  3.528
C  0.828  1.754  -1.425
C  -3.597  -4.647  -3.793
C  0.191  -0.102  0.529
C  1.289  -0.656  2.445
C  1.637  -0.122  1.047
C  3.725  7.260  -1.133
C  1.868  -3.047  -0.866
C  -1.716  -0.762  4.694
C  -2.845  -2.264  -3.590
C  4.355  4.838  -1.230
C  2.682  -1.067  0.424
C  -3.937  -1.771  4.792
C  -2.315  -3.939  -1.891
C  0.243  -1.698  2.109
C  2.469  -1.662  -0.981
H  1.904  -1.027  -1.658
H  -0.327  0.638  1.154
H  4.440  4.287  -2.167
H  -2.279  -1.626  -2.917
H  -3.403  -2.502  5.395
H  -4.406  -5.066  -3.195
H  1.385  6.365  -1.687
H  -4.565  0.209  3.352
H  4.091  4.128  -0.445
H  -2.978  0.364  2.572
H  0.258  -3.972  -1.114
H  2.861  -1.907  1.094
H  0.726  2.500  -0.644
H  2.850  7.896  -1.251
H  4.480  7.567  -1.859
H  3.601  -0.479  0.416
H  4.129  7.406  -0.129
H  5.312  5.298  -0.993
H  -3.336  1.308  4.018
H  1.831  1.337  -1.377
H  0.782  0.127  3.017
H  2.120  -1.061  3.013
H  -2.918  -5.461  -4.050
H  -1.438  -1.627  5.314
H  3.454  -1.811  -1.425
H  -4.374  -2.283  3.933
H  -3.852  -1.855  -3.705
H  -2.354  -2.256  -4.566
H  -4.006  -4.217  -4.705
H  -1.822  -3.086  -1.399
H  0.614  2.182  -2.399
H  -4.744  -1.344  5.391

***

[3]
Here is a structure of composition C17H32N2O5PPd from OMol25. Energies are from ωB97M-V/def2-TZVPD.

Energy above the lowest of the compared OMol25 structures with the same formula, charge and spin (kcal/mol): 0.0
Charge: +1
DFT total energy (eV): -44131.45494
Max |F| (Eh/bohr): 0.014
Molar mass (g/mol): 481.846
HOMO (eV): -11.3

Geometry (Å):
Pd  0.713  0.082  0.167
P  -1.349  -0.201  -0.786
O  0.739  -1.827  1.427
O  2.024  -3.593  1.061
O  -1.399  -1.567  -1.602
O  -1.591  0.857  -1.921
O  -2.693  -0.266  0.075
N  2.843  0.267  -0.337
N  2.492  -4.131  3.544
C  2.215  3.910  -0.613
C  3.205  1.668  -0.051
C  -1.371  -2.828  -0.888
C  2.030  2.566  -0.328
C  3.768  -0.667  0.311
C  2.872  0.037  -1.795
C  -2.746  0.170  1.452
C  -0.350  2.919  -0.258
C  -3.534  2.158  -2.523
C  1.459  -2.712  1.849
C  -0.152  4.273  -0.499
C  1.125  4.763  -0.707
C  -2.741  -3.467  -0.896
C  -3.738  1.299  1.599
C  -2.796  0.859  -2.741
C  0.730  2.053  -0.180
C  1.770  -2.883  3.331
H  -3.052  -3.691  -1.916
H  2.391  -2.029  3.607
H  3.218  4.300  -0.744
H  -1.003  4.940  -0.549
H  2.501  -0.963  -2.017
H  4.791  -0.528  -0.056
H  3.456  -1.687  0.098
H  -4.713  1.000  1.215
H  2.525  -4.200  1.664
H  -1.358  2.549  -0.131
H  -2.458  0.751  -3.769
H  -3.476  -2.803  -0.441
H  -3.414  -0.003  -2.486
H  1.276  5.811  -0.931
H  -2.873  3.004  -2.712
H  1.871  -4.882  3.817
H  2.240  0.769  -2.292
H  -4.379  2.220  -3.209
H  -3.846  1.558  2.653
H  0.837  -2.787  3.888
H  -3.411  2.188  1.061
H  4.093  1.961  -0.623
H  3.898  0.126  -2.167
H  -3.914  2.221  -1.503
H  -3.044  -0.695  2.044
H  -1.009  -2.667  0.130
H  3.210  -4.050  4.249
H  -0.641  -3.445  -1.410
H  3.760  -0.502  1.389
H  -1.743  0.469  1.771
H  3.457  1.727  1.010
H  -2.715  -4.400  -0.333

***

[4]
Here is a cluster of 2 separate species, C17H32N6OP in total in a non-equilibrium geometry from OMol25. Energies are from ωB97M-V/def2-TZVPD.

Charge: +1
DFT total energy (eV): -38412.99041
Max |F| (Eh/bohr): 0.148
Molar mass (g/mol): 367.458
HOMO (eV): -10.0

Geometry (Å):
P  1.907  -2.365  -0.685
O  2.507  -1.041  -1.168
N  3.030  -3.335  -1.570
N  1.023  4.321  -0.512
N  1.096  3.834  1.788
N  1.206  -3.763  0.069
N  -0.374  5.579  0.878
N  0.410  -2.122  -1.547
C  -2.989  1.880  0.946
C  0.040  -4.532  -0.319
C  -4.678  3.439  1.799
C  -3.677  4.402  2.002
C  2.795  -4.571  -2.284
C  -0.125  -0.767  -1.420
C  -1.295  5.262  2.005
C  0.256  -2.539  -2.932
C  -2.006  2.873  1.182
C  1.987  2.815  1.401
C  -4.330  2.166  1.265
C  2.664  1.981  0.859
C  -5.417  1.086  1.061
C  -2.307  4.146  1.702
C  0.613  4.564  0.719
C  4.404  -3.297  -1.070
C  1.979  -4.381  1.143
H  -5.138  0.493  0.172
H  1.918  -4.533  -2.923
H  2.542  -5.249  0.783
H  0.341  3.354  2.297
H  -3.946  5.384  2.416
H  0.149  6.413  1.182
H  -1.197  -0.760  -1.642
H  4.685  -2.285  -0.772
H  -0.824  -3.903  -0.521
H  2.707  -5.443  -1.621
H  0.166  -3.622  -3.016
H  -0.768  5.068  2.971
H  0.241  -5.158  -1.192
H  -0.274  -5.200  0.487
H  -5.718  3.675  2.071
H  -2.729  0.901  0.524
H  4.536  -3.953  -0.200
H  -1.888  6.181  2.194
H  3.625  -4.772  -2.965
H  -6.368  1.610  0.843
H  1.338  -4.704  1.966
H  -0.008  -0.400  -0.397
H  0.372  -0.061  -2.097
H  1.043  3.392  -0.925
H  -0.677  -2.160  -3.356
H  1.082  -2.192  -3.567
H  -0.965  2.588  0.942
H  1.257  5.125  -1.086
H  2.690  -3.668  1.566
H  5.118  -3.600  -1.840
H  -5.524  0.436  1.952
H  3.491  1.410  0.443

***

Q: Which of these has the lowest DFT total energy?
A: C17H32Cl8N2O3P2